Record 1
{
  "formula": "C20H34N4O10",
  "method": "the ωB97M-V functional and the def2-TZVPD basis",
  "relative_energy_kj_mol": 136.1,
  "molar_mass_da": 490.51,
  "e_tot_ha": -1753.38877,
  "gap_ev": 8.542,
  "e_homo_ha": -0.3191,
  "smiles": "C[N+](=O)[O-].C[N+](=O)[O-].C[N+](=O)[O-].C[N+](=O)[O-].c1ccccc1.c1ccccc1.COCCOC",
  "species": ["C", "N", "O", "O", "H", "H", "H", "C", "N", "O", "O", "H", "H", "H", "C", "N", "O", "O", "H", "H", "H", "C", "N", "O", "O", "H", "H", "H", "C", "C", "C", "C", "C", "C", "H", "H", "H", "H", "H", "H", "C", "C", "C", "C", "C", "C", "H", "H", "H", "H", "H", "H", "C", "O", "C", "C", "O", "C", "H", "H", "H", "H", "H", "H", "H", "H", "H", "H"],
  "coordinates": [[-37.361, -1.586, 3.980], [-36.829, -0.622, 5.049], [-37.448, -0.362, 6.037], [-35.860, 0.059, 4.658], [-37.241, -1.172, 2.979], [-38.398, -1.769, 4.262], [-36.713, -2.443, 4.164], [-30.626, 5.027, 9.448], [-31.916, 5.696, 9.666], [-32.903, 5.093, 9.193], [-31.979, 6.881, 10.066], [-30.628, 4.327, 8.612], [-30.251, 4.537, 10.346], [-29.851, 5.777, 9.295], [-27.799, 1.278, 11.816], [-29.212, 0.939, 11.586], [-29.467, -0.088, 10.957], [-30.087, 1.650, 12.097], [-27.299, 0.338, 11.581], [-27.753, 1.441, 12.893], [-27.542, 2.054, 11.095], [-31.023, -2.278, 7.885], [-30.410, -2.583, 9.215], [-31.072, -2.786, 10.186], [-29.211, -2.445, 9.217], [-31.258, -1.215, 7.834], [-32.053, -2.634, 7.933], [-30.466, -2.675, 7.036], [-39.831, 1.186, 12.853], [-38.610, 1.802, 12.730], [-37.811, 1.457, 11.646], [-38.213, 0.546, 10.673], [-39.446, -0.137, 10.798], [-40.213, 0.203, 11.928], [-40.586, 1.407, 13.592], [-38.299, 2.684, 13.271], [-36.848, 1.930, 11.522], [-37.480, 0.339, 9.908], [-39.732, -0.940, 10.135], [-41.190, -0.252, 12.001], [-33.518, 1.535, 10.517], [-33.235, 0.191, 10.239], [-34.084, -0.626, 9.462], [-35.105, 0.059, 8.712], [-35.390, 1.430, 8.974], [-34.593, 2.183, 9.846], [-32.873, 2.158, 11.120], [-32.410, -0.249, 10.779], [-33.967, -1.693, 9.338], [-35.805, -0.506, 8.115], [-36.259, 1.765, 8.427], [-34.604, 3.257, 9.957], [-33.317, -2.889, 5.478], [-34.737, -3.147, 5.581], [-35.007, -3.929, 6.751], [-36.566, -4.048, 7.047], [-36.938, -2.880, 7.899], [-38.265, -2.886, 8.224], [-32.751, -3.785, 5.733], [-33.050, -2.188, 6.269], [-33.004, -2.508, 4.506], [-34.497, -3.540, 7.632], [-34.574, -4.922, 6.628], [-36.776, -5.032, 7.467], [-37.231, -3.962, 6.187], [-38.368, -2.018, 8.874], [-38.689, -3.757, 8.724], [-38.844, -2.808, 7.304]]
}

=====

Record 2
{
  "formula": "C4H5BrN2O",
  "method": "the ωB97M-V functional and the def2-TZVPD basis",
  "relative_energy_kj_mol": 6.7,
  "molar_mass_da": 177.00,
  "e_tot_ha": -2914.17219,
  "gap_ev": 9.016,
  "e_homo_ha": -0.3060,
  "smiles": "OCc1nc[nH]c1Br",
  "species": ["O", "C", "C", "N", "C", "N", "C", "Br", "H", "H", "H", "H", "H"],
  "coordinates": [[2.240, 0.717, 0.970], [1.644, -0.437, 0.418], [0.194, -0.276, 0.118], [-0.791, -1.037, 0.612], [-1.918, -0.657, 0.070], [-1.752, 0.368, -0.803], [-0.433, 0.678, -0.837], [0.287, 2.002, -1.926], [1.917, 0.831, 1.873], [1.751, -1.299, 1.086], [2.193, -0.627, -0.512], [-2.869, -1.111, 0.268], [-2.463, 0.847, -1.336]]
}

=====

Record 3
{
  "formula": "C5H10NO2",
  "method": "the ωB97M-V functional and the def2-TZVPD basis",
  "relative_energy_kj_mol": 325.6,
  "total_charge": 1,
  "molar_mass_da": 116.14,
  "e_tot_ha": -401.40097,
  "gap_ev": 10.822,
  "e_homo_ha": -0.5481,
  "smiles": "CO[N@+]1(C)CCC1=O",
  "species": ["C", "O", "N", "C", "C", "C", "C", "O", "H", "H", "H", "H", "H", "H", "H", "H", "H", "H"],
  "coordinates": [[-0.541, 1.011, -2.054], [-0.937, 0.811, -0.701], [-0.203, -0.113, 0.042], [-0.187, -1.458, -0.514], [-0.584, -0.016, 1.485], [0.845, 0.275, 1.952], [1.335, 0.406, 0.568], [2.203, 0.687, -0.142], [-1.208, 1.800, -2.396], [-0.701, 0.121, -2.667], [0.491, 1.353, -2.126], [-1.208, -1.831, -0.615], [0.294, -1.454, -1.491], [0.378, -2.109, 0.150], [-1.046, -0.928, 1.859], [-1.269, 0.822, 1.618], [1.339, -0.548, 2.474], [1.000, 1.171, 2.555]]
}

=====

Record 4
{
  "formula": "C2H4ClN2",
  "method": "the ωB97M-V functional and the def2-TZVPD basis",
  "relative_energy_kj_mol": 453.5,
  "total_charge": 1,
  "molar_mass_da": 91.52,
  "e_tot_ha": -647.83123,
  "gap_ev": [9.517, 9.518],
  "e_homo_ha": [-0.5588, -0.5589],
  "smiles": "CN1[NH+]=C1Cl",
  "species": ["C", "N", "N", "C", "Cl", "H", "H", "H", "H"],
  "coordinates": [[-1.167, -0.535, -0.016], [0.193, 0.009, -0.011], [0.618, 1.246, -0.525], [1.443, -0.180, 0.260], [2.998, -0.333, 0.333], [-1.724, 0.163, -0.647], [-1.187, -1.509, -0.486], [-1.441, -0.830, 0.928], [0.267, 1.970, 0.164]]
}

=====

Record 5
{
  "formula": "C4H14N2O",
  "method": "the ωB97M-V functional and the def2-TZVPD basis",
  "relative_energy_kj_mol": 141.8,
  "molar_mass_da": 106.17,
  "e_tot_ha": -345.52216,
  "gap_ev": 9.738,
  "e_homo_ha": -0.3222,
  "smiles": "CC(C)NCN.O",
  "species": ["C", "C", "C", "N", "C", "N", "H", "H", "H", "H", "H", "H", "H", "H", "H", "H", "H", "H", "O", "H", "H"],
  "coordinates": [[1.413, 0.321, -1.340], [1.647, -0.061, 0.107], [2.308, 1.137, 0.887], [0.390, -0.549, 0.669], [0.169, -0.481, 2.099], [0.806, -1.575, 2.823], [2.334, 0.565, -1.884], [0.917, 1.304, -1.315], [0.917, -0.489, -1.865], [2.454, -0.803, 0.209], [3.012, 0.785, 1.647], [1.552, 1.805, 1.272], [2.917, 1.690, 0.162], [-0.349, -0.091, 0.144], [-0.917, -0.562, 2.204], [0.484, 0.482, 2.500], [0.124, -2.326, 2.889], [1.520, -1.979, 2.225], [-5.614, 0.835, -4.376], [-5.149, 1.277, -5.101], [-6.087, 1.571, -3.971]]
}

=====

Record 6
{
  "formula": "C2H4O2S",
  "method": "the ωB97M-V functional and the def2-TZVPD basis",
  "relative_energy_kj_mol": 20.6,
  "molar_mass_da": 92.12,
  "e_tot_ha": -627.27629,
  "gap_ev": 10.508,
  "e_homo_ha": -0.3685,
  "smiles": "O=C(O)CS",
  "species": ["O", "C", "O", "C", "S", "H", "H", "H", "H"],
  "coordinates": [[2.152, -0.604, -0.163], [1.119, -0.050, 0.009], [1.019, 1.308, 0.048], [-0.190, -0.828, 0.244], [-1.777, 0.096, -0.019], [0.075, 1.504, 0.052], [-0.122, -1.645, -0.455], [-0.293, -1.219, 1.202], [-2.183, -0.540, -1.095]]
}

=====

Record 7
{
  "formula": "C18H16LiN3S5Se",
  "method": "the ωB97M-V functional and the def2-TZVPD basis",
  "relative_energy_kj_mol": 10.8,
  "total_charge": -2,
  "molar_mass_da": 520.58,
  "e_tot_ha": -5259.73597,
  "gap_ev": 5.444,
  "e_homo_ha": -0.0351,
  "species": ["Li", "S", "C", "S", "C", "C", "S", "S", "S", "C", "N", "C", "C", "C", "C", "C", "C", "C", "C", "H", "H", "H", "H", "H", "H", "H", "H", "H", "H", "H", "H", "Se", "N", "C", "C", "C", "C", "C", "C", "N", "H", "H", "H", "H"],
  "coordinates": [[-0.031, -0.206, 0.110], [5.270, -0.420, 5.136], [4.070, 0.148, 4.116], [4.202, 0.238, 2.414], [2.636, 0.942, 2.019], [1.858, 1.203, 3.100], [0.246, 1.869, 3.149], [2.562, 0.756, 4.646], [2.292, 1.218, 0.336], [0.217, 1.035, -2.714], [0.182, -0.242, -2.026], [1.371, -1.023, -2.335], [-1.032, -0.990, -2.343], [-1.306, -2.142, -1.382], [-2.132, -3.167, -1.849], [-2.520, -4.197, -1.002], [-2.060, -4.185, 0.311], [-1.215, -3.162, 0.740], [-0.786, -2.091, -0.068], [0.291, 0.913, -3.809], [1.077, 1.613, -2.369], [-0.690, 1.601, -2.493], [1.422, -1.255, -3.414], [1.345, -1.954, -1.770], [2.261, -0.468, -2.040], [-0.993, -1.362, -3.384], [-1.869, -0.285, -2.291], [-2.488, -3.156, -2.879], [-3.165, -4.994, -1.359], [-2.363, -4.971, 0.998], [-0.871, -3.204, 1.774], [-0.570, 2.643, 0.501], [-1.482, 1.168, 0.231], [-2.743, 1.517, -0.079], [-3.779, 0.598, -0.360], [-5.026, 1.079, -0.666], [-5.291, 2.469, -0.690], [-4.305, 3.381, -0.405], [-3.002, 2.924, -0.105], [-1.928, 3.709, 0.142], [-3.566, -0.465, -0.322], [-5.826, 0.382, -0.890], [-6.286, 2.817, -0.939], [-4.503, 4.446, -0.411]]
}